A 40-piece molecular cluster, H80O40 overall in a non-equilibrium geometry. Source: the OMol25 dataset; level of theory: the ωB97M-V functional and the def2-TZVPD basis.

Structure (ORCA input):
```
! wB97M-V def2-TZVPD RIJCOSX def2/J DEFGRID3
* xyz 0 1
H 0.927 -5.796 -1.969
H 1.739 -4.519 -1.413
O 1.384 -5.394 -1.229
H -6.163 -2.155 -1.709
H -6.213 -0.729 -1.690
O -6.521 -1.467 -1.142
H 4.694 -3.560 3.118
H 3.507 -4.471 2.925
O 4.140 -4.185 3.589
H 0.017 -2.194 -1.250
H 0.288 -3.638 -1.232
O -0.078 -2.954 -1.814
H 0.722 4.505 -3.143
H 1.064 3.076 -3.977
O 1.155 3.654 -3.211
H -3.171 1.302 -0.704
O -3.279 1.027 0.206
H -5.386 -1.739 0.416
O -4.556 -1.636 0.903
H 0.286 0.683 -4.756
H 1.154 -0.215 -5.392
O 1.233 0.451 -4.690
H 4.076 0.488 0.137
H 4.091 0.860 -1.361
O 4.200 0.128 -0.747
H 1.101 -4.523 -4.655
H 1.784 -3.686 -3.476
O 1.789 -4.436 -4.037
H -2.136 -0.169 4.082
H -3.581 0.369 3.758
O -2.650 0.535 3.720
H 0.969 -0.819 3.721
O 0.914 -0.884 4.683
H -3.532 -3.235 -1.426
H -2.485 -4.021 -2.303
O -3.411 -3.941 -2.062
H 4.781 -1.923 2.422
H 5.376 -2.573 1.204
O 5.572 -2.384 2.125
H 4.843 -4.019 -1.736
H 4.281 -4.426 -3.256
O 4.891 -4.014 -2.684
H 1.018 3.222 3.281
H 0.965 3.786 1.889
O 0.472 3.754 2.712
H 2.285 2.435 -0.286
H 1.007 2.363 0.593
O 1.604 1.847 0.047
H 0.570 5.305 -0.396
H 0.825 6.265 -1.634
O 0.203 5.686 -1.198
H -1.010 -1.109 1.177
O -0.582 -1.716 1.795
H 3.045 -0.398 2.582
H 2.665 0.747 1.693
O 3.323 0.495 2.359
H -0.165 -2.673 5.469
O -1.072 -3.040 5.364
H -2.859 -3.700 3.531
H -3.131 -2.299 3.855
O -3.608 -3.124 3.728
H -0.137 1.585 4.297
H -0.223 3.053 4.550
O -0.238 2.208 5.024
H 1.859 -0.055 -0.730
H 0.867 -0.087 0.570
O 1.057 -0.456 -0.314
H -1.605 -0.555 -3.964
H -1.779 0.621 -2.860
O -1.942 0.317 -3.761
H 3.094 -2.696 -2.732
H 2.462 -1.558 -1.979
O 2.337 -2.499 -2.150
H -1.169 3.850 -2.461
H -1.878 5.017 -2.035
O -2.048 4.253 -2.587
H 1.604 1.750 -2.503
H 2.840 0.865 -3.037
O 2.223 1.039 -2.324
H 3.130 5.694 -1.405
H 3.565 4.582 -2.203
O 3.502 4.813 -1.263
H -2.260 4.768 0.656
H -2.387 3.908 1.664
O -1.623 4.267 1.202
H -0.891 2.629 -6.395
H -0.526 3.538 -5.188
O -0.605 2.631 -5.482
H 4.866 2.851 3.190
O 5.086 3.552 2.602
H -3.004 4.908 3.924
H -1.515 5.136 3.447
O -2.217 4.493 3.566
H -0.691 -1.285 2.646
H -3.366 1.817 0.737
H -0.778 -3.903 5.697
H -4.765 -2.041 1.758
H 0.042 -0.517 4.875
H 4.537 3.701 1.839
O -3.703 3.628 -0.562
H -3.316 3.383 -1.426
H -4.451 4.213 -0.681
O -0.433 -5.833 1.130
H 0.115 -6.417 0.603
H -1.140 -6.437 1.378
O -1.993 -2.186 -0.213
H -2.832 -2.043 0.279
H -1.964 -3.114 -0.033
O -0.636 1.049 1.451
H -0.083 1.758 1.796
H -1.288 0.888 2.143
O 1.911 -1.921 1.626
H 2.456 -1.606 0.886
H 1.167 -2.151 1.053
O -0.805 1.218 -1.387
H -1.506 1.165 -0.728
H -0.053 0.769 -0.923
O -4.393 -1.404 -3.545
H -4.091 -0.523 -3.264
H -3.759 -1.853 -2.962
*
```

Summary:
Calculated total energy   -3057.4329 Eh
F_max   0.061 Eh/bohr
ΔE to the lowest compared entry with this formula, charge and spin   8.8277 eV
Kohn-Sham gap   9.29 eV